Entry 1:
92
Properties=species:S:1:pos:R:3:lowdin_charge:R:1 method="wB97M-V/def2-TZVPD" relative_energy_kcal_mol=0.0 total_energy_ha=-1788.88925 homo_lumo_gap_ev=9.06 total_charge=0 e_lumo_ev=0.62
C 22.2939 10.3699 10.3818 -0.122
O 21.0022 10.4098 9.8521 -0.181
C 20.9240 9.6413 8.6715 -0.264
C 19.5333 9.7053 8.1380 -0.218
N 18.6011 9.1517 9.1323 -0.047
C 17.1660 9.3896 8.8005 -0.202
C 16.2356 9.1037 9.9941 -0.199
O 16.6772 10.0115 11.0228 -0.214
C 16.0614 10.0079 12.2836 -0.115
H 22.1959 10.8603 11.3677 0.099
H 23.0521 10.8726 9.8000 0.078
H 22.6062 9.3196 10.4387 0.087
H 21.2036 8.5830 8.8857 0.136
H 21.5941 9.9368 7.9321 0.098
H 19.6535 9.1239 7.1972 0.131
H 19.2379 10.7403 7.9861 0.116
H 18.8042 9.6247 10.0080 0.094
H 16.7983 8.6700 8.0525 0.111
H 17.0246 10.3613 8.3094 0.109
H 16.1900 8.0297 10.2635 0.124
H 15.1628 9.3138 9.7528 0.124
H 16.4242 10.9516 12.7714 0.099
H 16.3620 9.1106 12.8773 0.098
H 15.0195 10.0302 12.1633 0.047
C 15.2200 11.6210 16.2206 -0.072
O 13.8165 11.8898 16.0418 -0.214
C 13.4409 12.3770 14.7607 -0.201
C 11.9213 12.3143 14.6208 -0.201
N 11.3388 11.0546 14.9222 -0.058
C 9.8886 11.1054 14.7789 -0.191
C 9.2817 9.7807 15.1369 -0.241
O 9.7355 8.8080 14.2371 -0.166
C 9.1917 7.5511 14.5465 -0.110
H 15.7590 12.5947 16.2654 0.101
H 15.6427 11.0165 15.4352 0.072
H 15.3614 11.1055 17.1425 0.066
H 13.9514 11.7163 14.0445 0.108
H 13.8562 13.3861 14.5440 0.132
H 11.7831 12.5129 13.5462 0.131
H 11.4291 13.1554 15.1922 0.136
H 11.4635 10.8494 15.8766 0.059
H 9.6518 11.3442 13.7398 0.128
H 9.4538 11.9561 15.3443 0.117
H 8.2254 9.8070 15.0940 0.111
H 9.4927 9.5185 16.2012 0.123
H 9.8311 6.7453 14.1863 0.069
H 8.1498 7.3722 14.1086 0.106
H 9.0171 7.4498 15.6254 0.079
C 13.2300 4.7685 18.6948 -0.160
O 12.7091 5.9707 18.3273 -0.182
C 11.6331 6.2464 19.1777 -0.239
C 11.2991 7.7254 19.3284 -0.213
N 12.4519 8.4046 19.8254 -0.047
C 12.3939 9.8366 19.9785 -0.202
C 12.6291 10.6846 18.7554 -0.200
O 11.5185 10.5418 17.8471 -0.225
C 10.5187 11.5034 18.2005 -0.096
H 14.0287 4.5298 17.9710 0.093
H 12.4842 3.9415 18.6372 0.105
H 13.7943 4.7844 19.6462 0.099
H 11.7933 5.8803 20.1867 0.120
H 10.7686 5.7407 18.7590 0.125
H 10.5545 7.6542 20.0969 0.116
H 10.9112 8.1392 18.3831 0.113
H 13.2582 8.1000 19.2942 0.111
H 13.1400 10.2147 20.7044 0.123
H 11.3864 10.0953 20.3590 0.121
H 13.4993 10.3936 18.1701 0.093
H 12.7384 11.7461 18.9884 0.123
H 9.9540 11.2961 19.1521 0.103
H 9.7839 11.5644 17.3931 0.070
H 10.8377 12.4844 18.4226 0.072
O 14.2738 6.4661 14.6389 -0.082
C 14.4983 7.5740 15.5282 -0.201
C 13.2369 8.4048 15.6374 -0.211
O 13.0530 8.9716 14.3458 -0.096
H 14.2581 6.8366 13.7476 0.051
H 14.8002 7.1403 16.5215 0.129
H 15.3207 8.1371 15.1063 0.105
H 13.3261 9.2026 16.3874 0.091
H 12.3680 7.8240 16.0411 0.133
H 12.3910 9.6843 14.4248 0.047
O 13.5240 7.7982 11.9136 -0.113
C 12.5346 6.9178 11.3705 -0.196
C 12.4471 5.5180 12.0664 -0.199
O 11.8095 5.4507 13.3739 -0.104
H 13.2018 8.2454 12.7190 0.039
H 11.5966 7.4572 11.4590 0.117
H 12.7314 6.7712 10.3272 0.104
H 13.3714 4.9791 12.0903 0.108
H 11.7525 4.9650 11.4300 0.108
H 12.4955 5.4225 14.0850 0.074



Entry 2:
90
Properties=species:S:1:pos:R:3:mulliken_spin:R:1 method="wB97M-V/def2-TZVPD" total_energy_ha=-2282.14826 homo_lumo_gap_ev="5.25 / 5.32" s2=6.052 total_charge=+3 e_lumo_ev="-9.29 / -12.36" spin_multiplicity=5
C 0.8211 -2.9871 -0.1141 0.031
C 0.1546 -2.2965 -2.2791 -0.022
C 1.1881 -4.2089 -0.6721 0.084
C 0.2031 -3.6053 -2.7650 0.163
C 0.8652 -4.5315 -2.0040 -0.024
H 1.8010 -4.8640 -0.0560 0.000
H -0.1957 -3.8222 -3.7627 -0.002
H 1.1127 -5.4977 -2.4257 0.003
N 0.3518 -2.0413 -0.9263 0.034
P -0.0353 -1.3320 1.9301 0.043
P -0.0489 0.5015 -2.3917 -0.100
C 1.0565 -2.6916 1.3719 0.002
H 0.9358 -3.6176 1.9610 -0.004
H 2.1236 -2.4428 1.5088 0.004
C -0.4160 1.5197 0.8040 -0.016
O -0.6464 2.5299 1.3707 -0.012
C -0.1000 -1.2183 -3.2203 0.524
H -1.1207 -1.3483 -3.6974 0.134
C -1.4241 1.7148 -3.0453 0.004
C 1.4631 0.5979 -3.4987 0.071
C -1.5559 -2.3357 2.5087 -0.016
C 0.9424 -0.7196 3.4615 0.000
C -2.2017 2.3596 -1.8815 -0.008
H -1.5332 2.9480 -1.2388 -0.001
H -2.9525 3.0453 -2.3125 0.001
H -2.7255 1.6133 -1.2718 -0.001
C -0.7788 2.8583 -3.8265 0.004
H -0.0967 3.4316 -3.1931 0.000
H -0.2587 2.5221 -4.7266 0.000
H -1.5714 3.5439 -4.1526 0.000
C -2.4289 0.9929 -3.9484 0.001
H -3.1712 1.7472 -4.2679 0.002
H -1.9829 0.5651 -4.8580 -0.006
H -2.9606 0.2089 -3.3910 0.028
C 2.1220 1.9578 -3.3596 0.009
H 1.9423 2.4258 -2.3880 -0.002
H 3.2011 1.8252 -3.4729 0.001
H 1.8043 2.6381 -4.1491 0.003
C 2.4569 -0.4844 -3.0448 0.020
H 2.6911 -0.3929 -1.9798 0.001
H 2.1039 -1.5010 -3.2311 -0.015
H 3.3802 -0.3924 -3.6235 0.002
C 1.0180 0.3044 -4.9561 0.033
H -0.0587 0.1922 -5.1124 -0.029
H 1.3442 1.0844 -5.6462 0.006
H 1.4620 -0.6395 -5.2832 0.008
C 0.0854 0.3166 4.2038 0.000
H 0.7144 0.8261 4.9495 0.000
H -0.3047 1.0878 3.5261 0.001
H -0.7494 -0.1381 4.7494 0.000
C 2.2312 -0.0260 2.9948 0.005
H 2.8952 -0.7121 2.4564 0.001
H 2.0217 0.8467 2.3684 -0.004
H 2.7817 0.3310 3.8792 0.000
C 1.3700 -1.8307 4.4383 0.001
H 2.1713 -1.4324 5.0799 0.000
H 0.5697 -2.1409 5.1174 0.000
H 1.7763 -2.7144 3.9325 0.001
C -2.1356 -3.1836 1.3718 0.008
H -2.8929 -3.8714 1.7885 0.003
H -2.6416 -2.5848 0.6153 0.040
H -1.3835 -3.8026 0.8700 0.001
C -2.6129 -1.3228 2.9677 0.008
H -2.8172 -0.5696 2.1957 0.000
H -3.5456 -1.8671 3.1739 0.000
H -2.3255 -0.8118 3.8930 0.000
C -1.2551 -3.3371 3.6402 0.002
H -0.4301 -4.0212 3.3996 0.000
H -1.0727 -2.8530 4.6055 0.000
H -2.1550 -3.9590 3.7699 0.001
Os -0.0824 -0.0801 -0.0649 0.925
N -2.0212 -0.4773 -0.1498 0.144
C -2.9791 -0.9834 -0.6880 0.351
C -3.8939 -1.5547 -1.6296 0.081
C -5.1886 -1.1981 -1.2468 0.302
C -3.7462 -2.4475 -2.7321 0.402
C -6.3063 -1.8196 -1.7502 0.229
H -5.3589 -0.4744 -0.4652 0.026
C -4.9132 -3.0260 -3.2509 0.037
H -2.8256 -2.7633 -3.2061 0.134
C -6.1982 -2.7606 -2.7773 0.319
H -7.2202 -1.5398 -1.2865 -0.002
H -4.9055 -3.7525 -4.0737 -0.002
H -7.1118 -3.2506 -3.1808 0.012
C 2.6066 2.1457 0.0446 -0.003
O 2.1291 0.7792 -0.0345 0.021
H 1.7839 2.8151 -0.2168 0.001
H 3.4254 2.2849 -0.6720 0.000
H 2.9370 2.3784 1.0654 0.001
H 2.8732 0.1806 0.1435 -0.003